{"formula": "C17H27ClN2O3S2", "method": "ωB97M-V/def2-TZVPD", "charge": 0, "multiplicity": 1, "homo_lumo_gap_ev": 9.2, "relative_energy_ev": 0.000, "smiles": "CCS[C@H](C)C(=O)N(C)CCOCCN(C)C(=O)c1c(C)csc1Cl", "elements": ["C", "C", "S", "C", "C", "C", "O", "N", "C", "C", "C", "O", "C", "C", "N", "C", "C", "O", "C", "C", "C", "C", "S", "C", "Cl", "H", "H", "H", "H", "H", "H", "H", "H", "H", "H", "H", "H", "H", "H", "H", "H", "H", "H", "H", "H", "H", "H", "H", "H", "H", "H", "H"], "coordinates": [[1.505, -1.836, -3.019], [2.489, -1.282, -1.999], [1.794, -1.479, -0.337], [3.183, -0.843, 0.659], [4.236, -1.903, 0.936], [2.592, -0.312, 1.965], [2.669, -0.969, 2.990], [1.996, 0.915, 1.963], [1.469, 1.385, 3.235], [1.683, 1.712, 0.791], [0.190, 1.699, 0.473], [-0.084, 2.536, -0.636], [-0.045, 1.875, -1.890], [-1.452, 1.545, -2.395], [-2.353, 1.087, -1.348], [-3.188, 2.086, -0.706], [-2.315, -0.229, -1.030], [-1.487, -0.987, -1.519], [-3.319, -0.764, -0.057], [-2.952, -1.443, 1.154], [-1.543, -1.583, 1.642], [-4.043, -1.936, 1.798], [-5.511, -1.624, 0.968], [-4.662, -0.799, -0.269], [-5.509, -0.161, -1.620], [1.879, -1.670, -4.030], [1.367, -2.908, -2.877], [0.528, -1.363, -2.918], [3.444, -1.806, -2.052], [2.676, -0.219, -2.177], [3.625, -0.017, 0.099], [5.069, -1.478, 1.498], [3.808, -2.712, 1.523], [4.618, -2.306, -0.002], [2.175, 1.158, 4.030], [1.321, 2.463, 3.174], [0.519, 0.909, 3.488], [2.001, 2.745, 0.961], [2.226, 1.342, -0.074], [-0.124, 0.671, 0.283], [-0.381, 2.092, 1.318], [0.454, 2.530, -2.607], [0.532, 0.949, -1.803], [-1.906, 2.439, -2.826], [-1.387, 0.782, -3.172], [-3.686, 1.659, 0.159], [-2.565, 2.918, -0.380], [-3.948, 2.457, -1.398], [-1.131, -0.616, 1.939], [-1.499, -2.243, 2.507], [-0.901, -1.985, 0.859], [-4.056, -2.482, 2.728]], "forces_ev_per_a": [[0.0, 0.0, 0.0], [0.0, 0.0, 0.0], [0.0, 0.0, 0.0], [0.0, 0.0, 0.0], [0.0, 0.0, 0.0], [0.0, 0.0, 0.0], [0.0, 0.0, 0.0], [0.0, 0.0, 0.0], [0.0, 0.0, 0.0], [0.0, 0.0, 0.0], [0.0, 0.0, 0.0], [0.0, 0.2, -0.1], [0.0, -0.3, 0.1], [-0.1, 0.3, 0.0], [0.1, -0.2, 0.0], [0.0, 0.0, 0.0], [0.0, 0.0, 0.0], [0.0, 0.0, 0.0], [0.0, 0.0, 0.0], [0.0, 0.0, 0.0], [0.0, 0.0, 0.0], [0.0, 0.0, 0.0], [0.0, 0.0, 0.0], [0.0, 0.0, 0.0], [0.0, 0.0, 0.0], [0.0, 0.0, 0.0], [0.0, 0.0, 0.0], [0.0, 0.0, 0.0], [0.0, 0.0, 0.0], [0.0, 0.0, 0.0], [0.0, 0.0, 0.0], [0.0, 0.0, 0.0], [0.0, 0.0, 0.0], [0.0, 0.0, 0.0], [0.0, 0.0, 0.0], [0.0, 0.0, 0.0], [0.0, 0.0, 0.0], [0.0, 0.0, 0.0], [0.0, 0.0, 0.0], [0.0, 0.0, 0.0], [0.0, 0.0, 0.0], [0.0, 0.0, 0.0], [0.0, 0.0, 0.0], [0.0, 0.0, 0.0], [0.0, 0.0, 0.0], [0.0, 0.0, 0.0], [0.0, 0.0, 0.0], [0.0, 0.0, 0.0], [0.0, 0.0, 0.0], [0.0, 0.0, 0.0], [0.0, 0.0, 0.0], [0.0, 0.0, 0.0]], "nbo_charge": [-0.63, -0.52, 0.21, -0.42, -0.61, 0.68, -0.63, -0.44, -0.41, -0.23, -0.08, -0.55, -0.07, -0.24, -0.42, -0.41, 0.68, -0.64, -0.22, -0.01, -0.63, -0.41, 0.47, -0.23, 0.05, 0.21, 0.22, 0.24, 0.21, 0.20, 0.22, 0.21, 0.24, 0.21, 0.23, 0.20, 0.20, 0.20, 0.21, 0.20, 0.18, 0.19, 0.18, 0.20, 0.23, 0.22, 0.22, 0.20, 0.21, 0.22, 0.25, 0.24]}

=====

{"formula": "H30O15", "method": "ωB97M-V/def2-TZVPD", "charge": 0, "multiplicity": 1, "homo_lumo_gap_ev": 9.9, "relative_energy_ev": 0.877, "elements": ["O", "H", "H", "O", "H", "H", "O", "H", "H", "O", "H", "H", "O", "H", "H", "O", "H", "H", "O", "H", "H", "O", "H", "H", "O", "H", "H", "O", "H", "H", "O", "H", "H", "O", "H", "H", "O", "H", "H", "O", "H", "H", "O", "H", "H"], "coordinates": [[3.042, 13.654, 15.020], [3.735, 14.116, 14.509], [3.500, 13.732, 15.849], [1.766, 10.167, 12.946], [1.959, 9.757, 12.116], [1.581, 9.470, 13.568], [2.941, 10.944, 15.665], [3.099, 11.840, 15.361], [2.119, 10.545, 15.397], [4.025, 12.302, 11.920], [3.844, 12.786, 11.114], [3.306, 12.449, 12.507], [5.670, 10.839, 17.891], [5.583, 10.589, 16.978], [6.633, 10.958, 17.993], [-0.345, 11.165, 17.668], [-0.044, 11.712, 16.976], [-1.182, 11.530, 17.918], [4.663, 9.734, 13.321], [3.762, 10.025, 13.230], [5.130, 9.970, 12.511], [4.115, 8.475, 16.551], [3.701, 9.226, 16.161], [3.616, 8.284, 17.344], [2.653, 11.496, 18.333], [1.768, 11.824, 18.311], [2.915, 11.501, 17.404], [2.871, 7.663, 13.853], [3.311, 6.947, 13.356], [3.564, 8.278, 14.121], [4.554, 13.310, 17.182], [4.668, 12.542, 17.727], [4.266, 14.021, 17.762], [1.808, 8.753, 18.236], [2.003, 9.693, 18.065], [0.838, 8.809, 18.115], [0.829, 9.242, 15.578], [1.202, 8.338, 15.488], [0.045, 9.134, 16.074], [0.296, 12.708, 15.521], [-0.656, 12.732, 15.490], [0.616, 13.591, 15.622], [1.196, 12.994, 12.871], [1.024, 12.718, 13.784], [1.143, 12.215, 12.287]], "forces_ev_per_a": [[0.4, 0.9, -1.2], [-0.8, -0.4, -0.6], [0.3, -0.5, 1.6], [0.0, 1.3, 0.1], [0.1, -0.7, -0.7], [-0.3, -0.7, 0.2], [1.3, -0.4, 0.9], [-0.4, 0.3, -0.8], [-0.9, 0.3, -0.2], [1.5, -0.5, -0.8], [-0.2, 0.2, 0.0], [-1.3, 0.4, 0.8], [0.9, 0.5, 0.7], [-0.3, -0.6, -0.8], [-0.6, 0.0, 0.1], [-0.2, -1.6, 1.4], [1.0, 1.1, -1.6], [-0.7, 0.2, 0.4], [1.1, -0.5, 0.2], [-0.7, 0.7, -0.3], [-0.3, 0.2, 0.2], [1.1, -1.1, 0.0], [-0.5, 1.1, -0.3], [-0.4, 0.0, 0.2], [0.7, -0.2, 0.5], [-1.1, 0.3, 0.2], [0.0, -0.3, -0.4], [-0.5, -0.7, -0.4], [-0.2, 0.7, 0.5], [0.5, -0.3, -0.1], [0.0, 1.6, -0.7], [0.3, -1.1, 0.7], [0.1, -0.1, 0.3], [-1.3, 0.4, -0.1], [0.6, 0.0, 0.4], [0.7, -0.5, 0.3], [1.4, -0.9, -1.4], [0.0, 0.6, 0.1], [-1.4, 0.1, 0.9], [0.1, -1.1, 0.1], [-0.6, 0.3, -0.4], [0.4, 1.1, 0.1], [0.1, 0.1, -0.8], [0.1, -0.4, -0.4], [-0.2, 0.3, 0.9]], "nbo_charge": [-0.98, 0.49, 0.49, -0.98, 0.48, 0.51, -1.03, 0.51, 0.51, -0.97, 0.47, 0.49, -0.95, 0.49, 0.47, -0.97, 0.48, 0.47, -0.98, 0.49, 0.48, -0.98, 0.47, 0.49, -0.97, 0.47, 0.49, -1.00, 0.48, 0.51, -0.98, 0.52, 0.47, -0.97, 0.49, 0.46, -0.98, 0.51, 0.49, -0.95, 0.48, 0.50, -0.99, 0.50, 0.48]}

=====

{"formula": "CH12NO4", "method": "ωB97M-V/def2-TZVPD", "charge": 2, "multiplicity": 2, "homo_lumo_gap_ev": [10.6, 2.8], "s2": 0.76, "relative_energy_ev": 1.329, "elements": ["C", "N", "H", "H", "H", "H", "H", "H", "O", "H", "H", "O", "H", "H", "O", "H", "H", "O"], "coordinates": [[1.115, -1.539, -0.440], [0.947, -2.632, -1.097], [2.112, -1.229, -0.077], [0.289, -1.400, 0.227], [-0.052, -2.754, -1.314], [1.607, -3.111, -1.687], [-1.319, 3.964, 1.465], [-1.871, 3.110, 2.541], [-1.626, 3.076, 1.622], [-2.428, -2.544, -1.597], [-2.473, -1.655, -0.421], [-1.892, -2.285, -0.885], [3.386, 2.979, -0.276], [3.059, 3.294, -1.768], [2.653, 2.892, -0.903], [-0.877, 0.619, 1.175], [-1.769, -0.430, 1.934], [-0.862, -0.354, 1.501]], "forces_ev_per_a": [[1.6, -3.0, 2.0], [-0.9, 2.0, -1.1], [-0.4, 0.2, -1.0], [-0.9, 1.5, -0.2], [-0.1, -0.8, 0.4], [0.6, -0.1, 0.0], [0.4, 1.1, -0.6], [-0.5, -0.2, 1.3], [0.2, -0.8, -0.7], [-1.2, -0.9, -1.8], [0.6, -0.3, 0.0], [0.7, 1.1, 1.6], [0.4, 0.0, 0.6], [-1.0, -0.8, 1.5], [0.7, 0.9, -2.1], [0.1, -2.3, 0.8], [1.7, -0.1, -0.6], [-1.9, 2.6, -0.1]], "lowdin_spin": [0.00, 0.00, 0.00, 0.00, 0.00, 0.00, 0.01, 0.00, 0.39, 0.00, 0.00, 0.00, 0.01, 0.00, 0.54, 0.00, 0.00, 0.06]}

=====

{"formula": "C30H28AsN5O7OsPS2", "method": "ωB97M-V/def2-TZVPD", "charge": 1, "multiplicity": 5, "homo_lumo_gap_ev": [7.3, 5.1], "s2": 6.03, "relative_energy_ev": 0.000, "elements": ["Os", "N", "C", "C", "C", "C", "C", "C", "P", "C", "C", "C", "C", "C", "C", "C", "C", "C", "C", "C", "C", "H", "H", "H", "H", "H", "H", "H", "H", "H", "H", "H", "H", "H", "H", "H", "H", "O", "As", "O", "O", "C", "C", "C", "C", "C", "C", "S", "O", "O", "O", "H", "H", "H", "H", "H", "S", "C", "N", "C", "N", "C", "C", "C", "N", "C", "O", "N", "H", "H", "H", "H", "H", "H", "H"], "coordinates": [[0.065, 0.203, -1.743], [0.178, -3.372, -1.344], [0.654, -3.692, -0.112], [1.070, -5.019, 0.132], [1.459, -5.419, 1.384], [1.441, -4.519, 2.455], [1.077, -3.209, 2.221], [0.731, -2.759, 0.942], [0.353, -0.997, 0.755], [1.680, -0.059, 1.570], [2.893, -0.624, 1.953], [3.897, 0.173, 2.486], [3.710, 1.541, 2.621], [2.515, 2.117, 2.209], [1.507, 1.324, 1.681], [-1.139, -0.814, 1.776], [-2.245, -1.581, 1.402], [-3.409, -1.541, 2.151], [-3.481, -0.738, 3.281], [-2.379, 0.010, 3.668], [-1.208, -0.027, 2.923], [-0.410, -2.565, -1.493], [0.108, -4.100, -2.035], [1.041, -5.727, -0.688], [1.758, -6.447, 1.545], [1.708, -4.842, 3.453], [1.066, -2.508, 3.048], [3.066, -1.684, 1.828], [4.829, -0.281, 2.798], [4.491, 2.156, 3.049], [2.362, 3.185, 2.306], [0.582, 1.784, 1.358], [-2.203, -2.236, 0.539], [-4.254, -2.146, 1.847], [-4.390, -0.709, 3.870], [-2.423, 0.619, 4.562], [-0.355, 0.550, 3.249], [-3.424, -0.197, -3.547], [-3.251, -0.701, -1.898], [-3.986, -2.096, -1.572], [-1.526, -0.882, -1.648], [-3.937, 0.724, -0.781], [-5.159, 0.402, -0.211], [-5.827, 1.328, 0.586], [-5.280, 2.576, 0.824], [-4.053, 2.914, 0.266], [-3.399, 1.991, -0.528], [-1.835, 2.429, -1.180], [-0.844, 1.544, -0.426], [-1.569, 3.816, -0.996], [-1.788, 1.933, -2.572], [-3.031, 0.682, -3.667], [-5.581, -0.579, -0.392], [-6.783, 1.062, 1.019], [-5.804, 3.293, 1.441], [-3.605, 3.883, 0.438], [1.836, -2.663, -4.971], [1.238, -1.664, -3.920], [0.795, -0.914, -3.108], [5.199, 1.057, -1.166], [3.992, 1.675, -1.729], [4.027, 2.904, -2.300], [2.930, 3.479, -2.829], [1.700, 2.759, -2.776], [1.649, 1.579, -2.129], [2.801, 0.987, -1.633], [2.728, -0.113, -1.114], [0.626, 3.238, -3.379], [6.063, 1.421, -1.716], [5.121, -0.019, -1.275], [5.289, 1.303, -0.109], [4.993, 3.390, -2.314], [2.979, 4.447, -3.300], [0.656, 4.166, -3.763], [-0.283, 2.800, -3.270]], "forces_ev_per_a": [[-0.1, -0.5, -0.1], [0.0, 0.2, -0.5], [0.0, -0.1, 0.3], [-0.1, 0.2, -0.1], [0.0, 0.1, 0.2], [0.0, 0.1, 0.0], [0.1, -0.2, 0.2], [0.0, -0.1, -0.4], [0.2, -0.3, 0.2], [-0.1, 0.1, -0.1], [0.0, -0.1, 0.0], [0.0, 0.0, 0.0], [0.0, 0.0, 0.0], [0.0, 0.0, 0.0], [0.0, 0.0, 0.1], [0.0, 0.1, 0.0], [0.0, 0.0, 0.0], [0.0, 0.0, 0.0], [0.0, 0.0, 0.0], [0.0, 0.0, 0.0], [-0.1, 0.1, -0.1], [0.0, -0.3, 0.1], [-0.1, 0.0, 0.1], [0.0, 0.0, 0.0], [0.0, 0.0, 0.0], [0.0, 0.0, 0.0], [0.0, 0.0, 0.0], [0.0, 0.0, 0.0], [0.0, 0.0, 0.0], [0.0, 0.0, 0.0], [0.0, 0.0, 0.0], [0.0, 0.0, 0.0], [0.0, 0.0, 0.0], [0.0, 0.0, 0.0], [0.0, 0.0, 0.0], [0.0, 0.0, 0.0], [0.0, 0.0, 0.0], [0.1, 0.0, 0.0], [-0.2, -0.1, 0.1], [0.0, 0.1, -0.1], [0.2, 0.3, -0.2], [0.0, 0.1, 0.0], [0.0, 0.0, 0.0], [0.0, 0.0, 0.0], [0.0, 0.0, 0.0], [0.0, 0.0, 0.0], [0.0, -0.1, 0.0], [-0.1, -0.1, 0.1], [0.2, 0.1, -0.3], [0.0, 0.0, 0.1], [-0.1, 0.1, 0.0], [0.0, 0.0, 0.0], [0.0, 0.0, 0.0], [0.0, 0.0, 0.0], [0.0, 0.0, 0.0], [0.0, 0.0, 0.0], [-0.1, 0.1, 0.1], [0.2, -0.3, -0.2], [-0.3, 0.4, 0.5], [0.0, 0.0, 0.0], [0.0, 0.0, -0.1], [0.0, 0.0, 0.0], [0.0, 0.0, 0.0], [0.0, 0.0, 0.0], [0.1, 0.0, 0.1], [-0.1, 0.0, 0.2], [0.0, 0.1, -0.1], [0.0, 0.0, 0.1], [0.0, 0.0, 0.0], [0.0, 0.0, 0.0], [0.0, 0.0, 0.0], [0.0, 0.0, 0.0], [0.0, 0.0, 0.0], [0.0, 0.0, 0.0], [0.0, 0.0, -0.1]], "lowdin_spin": [2.74, 0.00, 0.00, 0.00, 0.00, 0.00, 0.01, 0.03, 0.20, 0.02, 0.01, 0.00, 0.01, 0.00, 0.01, 0.02, 0.01, 0.00, 0.01, 0.00, 0.01, 0.00, 0.00, 0.00, 0.00, 0.00, 0.00, 0.00, 0.00, 0.00, 0.00, 0.00, 0.00, 0.00, 0.00, 0.00, 0.00, 0.01, 0.02, 0.00, 0.20, 0.01, 0.00, 0.00, 0.00, 0.00, 0.00, 0.01, 0.05, 0.01, 0.07, 0.00, 0.00, 0.00, 0.00, 0.00, 0.25, 0.08, 0.07, 0.00, 0.00, 0.01, 0.00, 0.01, 0.03, 0.02, 0.06, 0.01, 0.00, 0.00, 0.00, 0.00, 0.00, 0.00, 0.00]}

=====

Number 1: E_tot -61383.2450 eV. Number 2: E_tot -31200.7887 eV. Number 3: E_tot -10889.4854 eV. Number 4: E_tot -147607.9452 eV.